Entry one
Here is a structure of composition C57H52Cl5GeN5ORuS4Se from OMol25. Energies are from ωB97M-V/def2-TZVPD.

Summary:
multiplicity = 2
total charge = +1
gap between HOMO and LUMO (spin up / spin down) = 6.9 / 6.7 eV
HOMO energy (spin up / spin down) = -9.2141 / -9.3801 eV

Each line ends with the Mulliken spin population.
CARTESIAN COORDINATES (ANGSTROEM)
Ru: 1.0921 1.1832 0.0945  0.669
N: 0.0547 0.2164 -1.3951  0.004
S: -0.7912 -0.9755 -1.4645  0.028
N: -0.2078 -2.4572 -0.9931  -0.003
S: -0.4784 -3.3123 0.2621  0.000
N: -0.3337 -2.8118 1.7178  0.000
S: 0.8316 -1.6832 2.0582  -0.009
N: 0.8865 -0.5385 1.2068  0.012
C: 2.3200 -2.6597 2.1801  0.000
C: 3.0315 -2.8356 1.0005  0.001
C: 4.1640 -3.6345 1.0131  -0.002
C: 4.5881 -4.2208 2.2005  0.000
C: 3.8764 -4.0234 3.3742  -0.001
C: 2.7256 -3.2458 3.3699  0.002
C: 0.3914 -1.3573 3.7464  -0.011
C: 0.9391 -0.1843 4.2484  0.003
C: 0.6615 0.1736 5.5582  -0.010
C: -0.1640 -0.6277 6.3371  -0.001
C: -0.7166 -1.7909 5.8151  0.001
C: -0.4390 -2.1685 4.5092  0.002
C: 0.6096 -4.6893 0.0042  0.001
C: 0.8777 -5.4916 1.1050  0.000
C: 1.7570 -6.5507 0.9563  0.000
C: 2.3465 -6.7967 -0.2777  0.000
C: 2.0594 -5.9885 -1.3690  0.000
C: 1.1839 -4.9208 -1.2357  -0.001
C: -2.1161 -3.9919 0.2543  0.001
C: -2.4476 -4.8577 -0.7783  -0.001
C: -3.7367 -5.3603 -0.8397  0.000
C: -4.6695 -4.9971 0.1241  0.000
C: -4.3154 -4.1407 1.1563  0.000
C: -3.0261 -3.6337 1.2344  0.000
C: -2.3842 -0.8332 -0.6636  -0.006
C: -3.5879 -1.0739 -1.3116  0.000
C: -4.7728 -0.8661 -0.6211  0.000
C: -4.7502 -0.4050 0.6882  0.000
C: -3.5383 -0.1439 1.3147  0.006
C: -2.3471 -0.3557 0.6401  0.009
C: -1.0989 -1.4174 -3.1616  0.002
C: -1.7786 -2.5790 -3.5011  -0.003
C: -1.9642 -2.8831 -4.8388  0.000
C: -1.4548 -2.0405 -5.8214  0.000
C: -0.7624 -0.8920 -5.4670  0.000
C: -0.5850 -0.5736 -4.1269  0.001
H: 2.6988 -2.3498 0.0891  -0.001
H: 4.7274 -3.7814 0.1021  0.000
H: 5.4873 -4.8235 2.2114  0.000
H: 4.2183 -4.4675 4.2999  0.000
H: 2.1690 -3.0888 4.2840  0.000
H: 1.5505 0.4498 3.6135  0.012
H: 1.0851 1.0823 5.9646  -0.001
H: -0.3835 -0.3434 7.3581  0.000
H: -1.3633 -2.4068 6.4258  0.000
H: -0.8538 -3.0759 4.0918  0.000
H: 0.4277 -5.2722 2.0644  0.000
H: 1.9906 -7.1775 1.8065  0.000
H: 3.0373 -7.6225 -0.3880  0.000
H: 2.5257 -6.1818 -2.3261  0.000
H: 0.9725 -4.2572 -2.0637  0.000
H: -1.7056 -5.1532 -1.5114  0.000
H: -4.0105 -6.0429 -1.6330  0.000
H: -5.6756 -5.3931 0.0737  0.000
H: -5.0430 -3.8639 1.9077  0.000
H: -2.7322 -2.9581 2.0249  0.000
H: -3.6190 -1.3851 -2.3447  0.000
H: -5.7164 -1.0444 -1.1200  0.001
H: -5.6800 -0.2320 1.2151  0.000
H: -3.5143 0.2409 2.3264  0.000
H: -1.3987 -0.1319 1.1074  0.000
H: -2.1628 -3.2317 -2.7298  0.000
H: -2.5018 -3.7801 -5.1169  0.000
H: -1.5953 -2.2861 -6.8660  0.000
H: -0.3573 -0.2414 -6.2310  0.000
H: -0.0438 0.3106 -3.8191  -0.003
Cl: 7.5521 -1.4194 1.8224  0.000
C: 6.1164 -0.4801 1.6765  0.000
C: 5.3992 -0.4724 0.4892  -0.001
Cl: 5.9672 -1.3574 -0.8756  0.000
C: 4.2124 0.2431 0.3984  -0.014
Cl: 3.2684 0.1606 -1.0594  0.004
C: 3.7046 1.0177 1.4541  0.009
O: 2.6022 1.6955 1.3980  0.036
C: 4.4795 1.0211 2.6397  0.000
Cl: 3.8957 1.9745 3.9473  0.000
C: 5.6421 0.2761 2.7539  -0.001
Cl: 6.5116 0.2727 4.2360  0.000
C: 1.9596 2.3419 -3.0719  0.003
C: 1.9527 3.3629 -1.9771  0.002
C: 2.5110 4.6361 -2.2456  -0.010
C: 2.4447 5.6272 -1.3219  0.003
C: 1.7521 5.3966 -0.1143  -0.002
C: 1.5603 6.3936 0.8668  0.042
C: 0.8441 6.1128 1.9960  -0.016
C: 0.2805 4.8383 2.1851  0.039
C: 0.4591 3.8488 1.2515  -0.016
S: -0.2685 2.2661 1.4094  0.192
C: 1.2270 4.1076 0.0951  0.037
N: 1.3974 3.0866 -0.8134  -0.016
H: 1.3337 2.7185 -3.8869  0.001
H: 1.5458 1.3993 -2.7315  0.000
H: 2.9646 2.1955 -3.4696  0.002
H: 2.9921 4.7917 -3.2024  0.000
H: 2.8847 6.5999 -1.5090  -0.001
H: 1.9865 7.3761 0.7052  0.001
H: 0.6941 6.8740 2.7507  0.000
H: -0.3077 4.6356 3.0718  -0.001
C: -3.9686 7.1105 -2.2797  0.000
Ge: -2.7179 5.8180 -1.5078  0.000
C: -2.4924 6.1491 0.4074  -0.001
C: -0.9904 5.9401 -2.4238  0.000
C: -3.4873 4.0080 -1.6855  -0.002
Se: -2.2008 2.5669 -1.9576  0.007
C: -2.0230 2.8419 -3.8734  0.000
H: -3.6154 8.1311 -2.1254  0.000
H: -4.9535 7.0179 -1.8194  0.000
H: -4.0777 6.9456 -3.3530  0.000
H: -1.7671 6.9422 0.5938  0.000
H: -2.1406 5.2448 0.9074  0.001
H: -3.4455 6.4406 0.8518  0.000
H: -0.4173 6.7828 -2.0344  0.000
H: -1.1236 6.0855 -3.4971  0.000
H: -0.4169 5.0254 -2.2574  0.000
H: -4.2358 3.9550 -2.4776  0.000
H: -4.0009 3.7629 -0.7535  0.000
H: -1.5366 3.7919 -4.0857  0.000
H: -3.0009 2.8121 -4.3500  0.000
H: -1.4163 2.0312 -4.2681  0.000


Entry two
Here is a structure of composition C57H52Cl5GeN5ORuS4Se from OMol25. Energies are from ωB97M-V/def2-TZVPD.

Summary:
multiplicity = 2
total charge = +1
gap between HOMO and LUMO (spin up / spin down) = 7.0 / 6.6 eV
HOMO energy (spin up / spin down) = -9.2138 / -9.2965 eV

Each line ends with the Mulliken spin population.
CARTESIAN COORDINATES (ANGSTROEM)
Ru: -1.2153 -0.8836 0.8460  0.697
N: 0.5973 -1.2765 -0.0186  0.006
S: 1.4761 -0.6055 -0.9781  0.028
N: 0.9267 -0.1309 -2.4695  -0.002
S: 0.5572 1.2560 -3.0293  0.005
N: -0.4523 2.2196 -2.3669  0.000
S: -1.7531 1.6200 -1.5223  -0.005
N: -1.4962 0.5891 -0.5639  -0.003
C: -2.9398 1.2557 -2.8072  0.004
C: -2.8998 -0.0298 -3.3302  -0.002
C: -3.7546 -0.3596 -4.3695  -0.002
C: -4.6614 0.5765 -4.8486  0.000
C: -4.7116 1.8487 -4.2980  0.000
C: -3.8418 2.2011 -3.2749  0.001
C: -2.3204 3.1524 -0.8268  -0.011
C: -3.0802 2.9952 0.3240  0.000
C: -3.5829 4.1266 0.9494  -0.012
C: -3.3114 5.3849 0.4311  0.000
C: -2.5364 5.5256 -0.7147  0.000
C: -2.0350 4.4040 -1.3567  0.002
C: 0.0574 0.8738 -4.6883  -0.001
C: -0.5544 1.8931 -5.4064  0.002
C: -1.0003 1.6257 -6.6888  -0.001
C: -0.8277 0.3594 -7.2344  0.000
C: -0.2055 -0.6443 -6.5052  0.000
C: 0.2443 -0.3935 -5.2171  0.000
C: 1.9856 2.2880 -3.2165  0.000
C: 2.9433 1.8987 -4.1451  -0.002
C: 4.1075 2.6402 -4.2509  0.000
C: 4.3009 3.7476 -3.4330  0.000
C: 3.3298 4.1248 -2.5170  -0.001
C: 2.1552 3.3962 -2.4030  0.003
C: 2.3728 0.8108 -0.3533  -0.007
C: 3.7578 0.9033 -0.3857  -0.001
C: 4.3676 2.0125 0.1816  0.002
C: 3.6030 3.0036 0.7812  0.000
C: 2.2197 2.8926 0.8161  0.005
C: 1.5965 1.7915 0.2510  0.009
C: 2.7159 -1.7504 -1.5399  0.002
C: 3.5152 -1.4852 -2.6438  -0.005
C: 4.4620 -2.4202 -3.0258  -0.001
C: 4.5935 -3.6087 -2.3155  0.000
C: 3.7841 -3.8618 -1.2191  -0.001
C: 2.8396 -2.9253 -0.8216  0.001
H: -2.2110 -0.7599 -2.9189  -0.001
H: -3.7295 -1.3554 -4.7891  0.000
H: -5.3451 0.3053 -5.6423  0.000
H: -5.4348 2.5690 -4.6567  0.000
H: -3.8829 3.1911 -2.8426  0.000
H: -3.2550 2.0050 0.7313  0.019
H: -4.1820 4.0197 1.8437  -0.001
H: -3.7023 6.2653 0.9243  0.000
H: -2.3237 6.5105 -1.1086  0.000
H: -1.4331 4.4958 -2.2507  0.000
H: -0.6990 2.8677 -4.9583  0.000
H: -1.4921 2.4026 -7.2582  0.000
H: -1.1844 0.1534 -8.2350  0.000
H: -0.0760 -1.6286 -6.9346  0.000
H: 0.7077 -1.1668 -4.6203  0.000
H: 2.7738 1.0428 -4.7874  -0.001
H: 4.8593 2.3603 -4.9763  0.000
H: 5.2124 4.3243 -3.5183  0.000
H: 3.4836 4.9895 -1.8856  0.000
H: 1.3866 3.6708 -1.6942  0.001
H: 4.3629 0.1195 -0.8171  0.000
H: 5.4466 2.0907 0.1682  0.000
H: 4.0886 3.8586 1.2338  0.000
H: 1.6189 3.6540 1.2968  0.000
H: 0.5219 1.6910 0.2751  0.000
H: 3.4010 -0.5606 -3.1928  0.000
H: 5.0956 -2.2258 -3.8811  0.000
H: 5.3306 -4.3390 -2.6221  0.000
H: 3.8863 -4.7883 -0.6697  0.000
H: 2.1908 -3.0891 0.0280  -0.002
Cl: -7.2472 -1.6603 -2.8917  0.000
C: -6.0674 -1.3988 -1.6661  0.001
C: -4.8601 -2.0823 -1.6939  -0.002
Cl: -4.5510 -3.2663 -2.9078  0.000
C: -3.8972 -1.8196 -0.7323  -0.011
Cl: -2.3378 -2.5895 -0.8242  0.001
C: -4.0994 -0.9399 0.3429  0.012
O: -3.2252 -0.7255 1.2708  0.037
C: -5.3534 -0.2843 0.3627  -0.002
Cl: -5.6421 0.8073 1.6633  0.000
C: -6.3004 -0.4886 -0.6281  -0.001
Cl: -7.7816 0.3823 -0.5868  0.000
C: -0.3125 -4.2238 1.1435  0.002
C: -0.9431 -3.5990 2.3508  -0.001
C: -1.3118 -4.4503 3.4219  -0.009
C: -1.8001 -3.9300 4.5770  0.002
C: -1.8661 -2.5265 4.7280  -0.003
C: -2.2745 -1.8996 5.9270  0.037
C: -2.2572 -0.5375 6.0264  -0.014
C: -1.8200 0.2503 4.9452  0.031
C: -1.4309 -0.3314 3.7658  -0.017
S: -0.8355 0.6064 2.4075  0.182
C: -1.4778 -1.7392 3.6320  0.038
N: -1.0992 -2.2917 2.4271  -0.015
H: 0.5977 -4.7374 1.4653  0.001
H: -0.0382 -3.4798 0.4034  -0.001
H: -0.9696 -4.9727 0.7001  0.001
H: -1.1987 -5.5180 3.2901  0.001
H: -2.1060 -4.5711 5.3947  -0.001
H: -2.5921 -2.5159 6.7587  0.001
H: -2.5694 -0.0541 6.9428  0.000
H: -1.7833 1.3281 5.0428  -0.001
C: 4.0087 -1.1939 7.3368  0.000
Ge: 2.6598 -1.0133 5.9330  -0.001
C: 1.5334 0.5476 6.2704  0.000
C: 1.5673 -2.6339 5.8481  0.000
C: 3.5726 -0.6716 4.2163  -0.001
Se: 2.6442 -1.3148 2.6227  0.007
C: 3.3235 -3.1331 2.7531  0.000
H: 3.5336 -1.3019 8.3124  0.000
H: 4.6549 -0.3161 7.3687  0.000
H: 4.6315 -2.0719 7.1617  0.000
H: 0.7740 0.3337 7.0226  0.001
H: 1.0272 0.8495 5.3524  0.001
H: 2.1426 1.3820 6.6209  0.000
H: 0.8208 -2.6167 6.6433  0.000
H: 2.1771 -3.5299 5.9722  0.000
H: 1.0476 -2.6861 4.8900  -0.001
H: 4.5868 -1.0720 4.1957  0.000
H: 3.6561 0.4098 4.0911  0.000
H: 2.9556 -3.6150 3.6564  0.000
H: 4.4117 -3.1195 2.7542  0.000
H: 2.9777 -3.6891 1.8833  0.000


Of them, entry one has the lowest stability.


Entry one
Here is a cluster of 6 separate species, CH13O5S in total from OMol25. Energies are from ωB97M-V/def2-TZVPD.

Summary:
total charge = -1
gap between HOMO and LUMO = 6.5 eV
HOMO energy = -3.3120 eV

Each line ends with the natural charge from an NBO analysis.
CARTESIAN COORDINATES (ANGSTROEM)
C: 2.9738 -0.2887 1.7709  -0.734
S: 3.5384 1.0554 0.6325  -0.669
H: 3.6706 -1.1226 1.7551  0.185
H: 2.8329 0.2126 2.7327  0.190
H: 1.9552 -0.6721 1.5911  0.169
H: 1.0665 1.2345 -1.6551  0.455
H: 1.9238 0.7436 -0.5400  0.479
O: 1.1513 0.4334 -1.1266  -1.054
H: -2.9382 1.3354 0.4639  0.492
H: -3.5711 1.7753 1.7844  0.462
O: -3.5627 1.0556 1.1550  -0.958
H: -0.4332 2.6745 -0.1177  0.474
H: -0.3898 1.3302 0.6549  0.503
O: -0.9089 2.1483 0.5310  -0.977
H: -1.9614 -2.7671 -1.9027  0.501
H: -2.6699 -1.4667 -2.3862  0.465
O: -2.8073 -2.3958 -2.1921  -0.973
H: 0.4698 -2.3211 -0.7289  0.473
H: -0.0682 -1.0039 -1.1840  0.513
O: -0.2717 -1.9611 -1.2380  -0.997


Entry two
Here is a cluster of 6 separate species, CH13O5S in total from OMol25. Energies are from ωB97M-V/def2-TZVPD.

Summary:
total charge = -1
gap between HOMO and LUMO = 6.8 eV
HOMO energy = -3.4056 eV

Each line ends with the natural charge from an NBO analysis.
CARTESIAN COORDINATES (ANGSTROEM)
C: -0.7625 -0.6417 2.3124  -0.722
S: 0.9610 -0.7352 1.6731  -0.737
H: -0.7279 -0.7082 3.4021  0.175
H: -1.1984 0.3128 2.0184  0.188
H: -1.4730 -1.3948 1.9778  0.198
H: 1.6386 -1.9033 -1.8477  0.461
H: 1.3285 -2.8822 -0.7257  0.487
O: 0.9320 -2.4437 -1.4829  -0.949
H: -0.8239 -1.5261 -0.4676  0.498
H: -1.7275 -0.4449 -1.0406  0.468
O: -1.7347 -1.1940 -0.4345  -0.973
H: 0.6446 2.6172 1.4173  0.464
H: 0.1549 1.3021 0.9511  0.490
O: 0.0131 2.2625 0.7817  -1.001
H: -1.2098 2.4979 -1.4060  0.474
H: -0.0465 1.5359 -1.6083  0.498
O: -0.7365 2.0185 -2.0927  -0.987
H: 1.4910 0.1095 -1.8842  0.455
H: 1.5327 0.4636 -0.3122  0.511
O: 1.7443 0.7539 -1.2316  -0.997


Of them, entry one has the lowest stability.